Computed, not measured: C23H44N6P2S2Tl as an isolated structure in a non-equilibrium geometry, with ωB97M-V with the def2-TZVPD basis set.

XYZ file:
```
78
Properties=species:S:1:pos:R:3:forces:R:3
Tl 0.433 0.001 -0.161 -1.3 -0.2 -0.7
C -4.040 2.046 0.014 -1.7 0.6 0.1
C -3.280 0.740 -0.001 1.2 2.9 3.1
N -2.285 0.657 0.856 -0.8 -2.6 -0.9
N -2.471 1.306 2.055 -0.4 1.2 -1.3
C -1.514 2.057 2.628 1.8 -1.9 0.5
N -1.911 2.653 3.749 -1.9 1.4 1.3
S 0.144 1.935 2.207 -1.9 0.0 1.1
C -3.657 -0.359 -0.822 0.5 -1.7 -2.6
C -4.956 -0.455 -1.335 0.3 0.8 -0.3
C -5.296 -1.591 -2.067 -0.2 -0.6 -0.2
C -4.331 -2.583 -2.320 -1.2 0.8 0.7
C -3.079 -2.374 -1.777 0.9 0.3 0.0
N -2.715 -1.286 -1.113 -0.7 0.3 1.0
H -4.855 2.110 0.778 0.4 -0.3 -0.5
H -4.569 2.239 -0.954 0.8 0.0 0.7
H -3.369 2.887 0.297 -0.3 -0.7 -0.5
H -3.366 1.134 2.503 0.2 0.5 -0.1
H -2.932 2.790 3.910 1.3 0.0 -0.2
H -1.314 3.297 4.251 0.1 -0.4 -0.3
H -5.582 0.457 -1.287 0.0 -1.1 0.2
H -6.328 -1.751 -2.409 0.6 0.3 0.0
H -4.586 -3.485 -2.859 0.1 0.0 0.0
H -2.270 -3.086 -1.868 0.0 -0.3 -0.3
C 3.446 0.318 2.210 0.7 0.5 0.1
P 3.154 0.290 0.422 1.2 -0.4 -0.3
C 4.511 -0.943 -0.022 -1.3 0.5 -0.4
C 3.768 1.917 -0.190 0.3 -0.9 -0.5
C 3.201 3.103 0.499 -0.3 1.4 -0.3
P 1.384 3.279 0.401 -0.5 0.9 -1.9
C 0.822 3.225 -1.240 2.0 -0.3 -0.3
C 1.073 4.978 1.017 -0.7 -0.6 -0.1
H 4.524 0.218 2.349 0.0 0.1 0.3
H 2.963 -0.548 2.632 -0.3 -0.3 0.3
H 3.108 1.223 2.716 -0.2 -0.2 0.0
H 5.532 -0.589 0.111 -0.1 0.0 0.4
H 4.401 -1.216 -1.073 -0.1 -0.1 0.1
H 4.232 -1.801 0.602 0.5 0.0 -0.2
H 3.530 1.984 -1.240 -0.3 -0.2 -0.6
H 4.844 1.870 -0.190 0.6 0.3 0.4
H 3.576 4.060 0.088 0.3 -0.5 0.3
H 3.393 3.052 1.558 0.2 0.3 0.5
H 1.685 3.030 -1.938 -1.3 0.0 0.4
H -0.188 3.273 -1.663 0.5 0.0 0.5
H 2.269 0.330 -2.728 -1.3 -1.1 -0.4
H 1.728 5.680 0.527 0.4 0.2 -0.1
H 1.100 5.058 2.095 0.1 0.1 0.3
H 0.061 5.194 0.659 0.0 0.1 0.2
S 0.018 -3.066 0.431 -0.1 -0.3 1.0
C 0.052 -3.369 2.136 0.0 0.2 -1.5
N -1.079 -3.360 2.876 1.0 0.3 -0.1
C -1.110 -3.425 4.362 -1.3 -0.7 -0.2
C 0.290 -3.291 4.988 -0.5 0.7 -0.6
C 1.254 -4.038 4.102 1.2 -1.7 0.9
N 1.236 -3.627 2.729 -0.5 0.5 -0.2
H -1.947 -3.238 2.345 0.7 0.0 0.4
H -1.557 -4.453 4.562 0.5 1.4 0.4
H -1.823 -2.618 4.683 0.7 -0.9 0.0
H 0.335 -3.689 5.996 -0.3 -0.3 0.0
H 0.593 -2.240 5.113 -0.2 -0.2 -0.4
H 1.016 -5.142 4.152 0.2 0.9 0.1
H 2.283 -3.914 4.480 -0.4 -0.1 -0.1
H 2.074 -3.729 2.145 -1.0 0.1 0.3
C -0.255 0.854 -3.984 -2.0 -0.8 -1.5
C 0.754 -0.298 -4.302 -1.1 1.1 0.9
C 0.033 -1.627 -4.676 -0.9 1.4 -0.2
C 1.623 0.377 -5.345 0.5 0.0 -1.4
C 1.458 -0.424 -3.017 2.0 0.3 0.6
H -0.713 1.210 -4.941 0.1 -0.5 0.5
H 0.210 1.736 -3.613 0.6 0.4 0.7
H -1.081 0.519 -3.334 0.4 0.2 0.0
H -0.595 -1.442 -5.561 0.3 -0.2 0.1
H -0.678 -1.963 -3.893 0.5 0.4 -0.1
H 0.701 -2.434 -4.881 0.6 -0.4 -0.2
H 1.077 0.589 -6.291 0.0 -0.2 0.6
H 2.469 -0.233 -5.666 0.2 0.1 0.3
H 1.966 1.370 -4.982 0.0 -0.8 -0.1
H 1.407 -1.364 -2.489 0.2 -0.1 0.2
```
Forces are in eV/Å.

Summary:
**2S+1**: 1
**LUMO level (alpha / beta)**: -2.815 / -2.795 eV
**Net charge**: +1
**HOMO level (alpha / beta)**: -8.917 / -8.048 eV

***

Computed, not measured: C23H45AsIN4O2Si3Sn as an isolated structure, with ωB97M-V with the def2-TZVPD basis set.

XYZ file:
```
80
Properties=species:S:1:pos:R:3:forces:R:3
Sn 0.989 -1.756 1.102 -0.1 0.0 0.1
N -0.313 -3.291 -0.323 0.0 0.1 0.0
C 0.365 -4.304 -1.147 0.0 0.0 0.0
C 1.696 -4.666 -0.519 0.0 -0.1 0.0
N 2.541 -3.471 -0.437 0.1 0.0 -0.1
H -0.884 -3.732 0.394 0.0 0.0 0.0
H -0.949 -2.715 -0.861 0.0 0.0 0.0
H 0.526 -3.885 -2.141 0.0 -0.1 0.1
H -0.246 -5.201 -1.270 0.0 0.0 0.0
H 2.154 -5.483 -1.085 0.0 0.0 0.0
H 1.530 -5.031 0.497 0.0 0.0 0.0
H 2.865 -3.202 -1.359 0.0 0.0 0.0
H 3.365 -3.659 0.121 0.0 0.0 0.0
C 4.667 2.228 -0.569 -0.1 0.0 0.0
Si 4.035 0.543 -0.081 0.0 0.0 0.0
C 5.045 -0.796 -0.907 0.0 0.0 0.0
C 4.073 0.343 1.773 0.0 0.0 0.0
As 1.760 0.237 -0.726 0.0 0.0 0.0
Si 0.743 2.384 -0.361 -0.1 0.0 0.0
C 1.250 3.557 -1.726 0.0 0.0 0.0
C -1.109 2.189 -0.463 0.0 0.0 0.0
C 1.340 3.034 1.278 0.0 0.0 0.0
Si 1.763 -0.032 -3.091 0.0 0.0 0.0
C 3.071 1.046 -3.870 0.0 0.0 0.0
C 0.043 0.400 -3.673 0.0 0.0 0.0
C 2.136 -1.809 -3.540 -0.1 0.0 0.0
H 5.714 2.310 -0.266 0.0 0.0 0.0
H 4.119 3.028 -0.070 0.0 0.0 0.0
H 4.618 2.397 -1.645 0.0 0.0 0.0
H 6.102 -0.652 -0.667 0.0 0.0 0.0
H 4.952 -0.778 -1.994 0.0 0.0 0.0
H 4.761 -1.787 -0.551 0.0 0.0 0.0
H 5.091 0.512 2.135 0.0 0.0 0.0
H 3.776 -0.659 2.091 0.0 0.0 0.0
H 3.419 1.060 2.271 0.0 0.0 0.0
H 0.865 3.252 -2.699 0.0 0.0 0.0
H 2.328 3.698 -1.803 0.0 0.0 0.0
H 0.806 4.530 -1.496 0.0 0.0 0.0
H -1.416 2.052 -1.501 0.0 0.0 0.0
H -1.581 3.107 -0.100 0.0 0.0 0.0
H -1.508 1.365 0.123 0.0 0.1 0.0
H 2.408 3.261 1.251 0.0 0.0 0.0
H 1.147 2.335 2.089 0.0 0.0 0.0
H 0.816 3.970 1.492 0.0 0.0 0.0
H 2.988 2.092 -3.582 0.0 0.1 0.0
H 2.977 0.989 -4.958 0.0 0.0 0.0
H 4.072 0.696 -3.611 0.0 0.0 0.0
H -0.160 1.468 -3.591 0.0 0.0 0.0
H -0.718 -0.133 -3.099 0.0 0.0 0.0
H -0.071 0.122 -4.724 0.0 0.0 0.0
H 3.114 -2.136 -3.180 0.0 0.0 0.0
H 2.153 -1.888 -4.630 0.0 0.0 0.0
H 1.372 -2.499 -3.178 0.1 0.1 0.0
I -5.987 3.985 3.457 0.0 0.0 0.0
C -4.744 2.348 3.087 0.0 0.0 0.0
C -5.450 1.075 2.680 0.0 0.0 0.0
C -3.638 -0.452 2.169 0.0 0.0 0.0
C -2.368 0.334 2.394 0.0 0.0 0.0
C -2.343 1.591 2.873 0.0 0.0 0.0
C -3.417 2.522 3.199 0.0 0.0 0.0
C -1.083 -0.225 1.927 0.0 0.0 0.1
O 0.025 0.127 2.379 0.0 0.1 0.0
O -1.116 -1.109 0.977 0.0 0.0 0.0
H -6.487 1.099 3.015 0.0 0.0 0.0
H -3.250 -2.302 1.314 0.0 0.0 0.0
H -1.352 2.021 2.974 0.0 0.0 0.0
H -3.068 3.498 3.512 0.0 0.0 0.0
N -3.848 -0.388 -0.332 0.0 0.0 0.0
C -4.309 0.060 0.903 0.0 0.0 0.0
C -5.305 0.903 1.186 0.0 0.0 0.0
C -4.699 -0.138 3.243 0.0 0.0 0.0
C -5.449 -1.442 3.307 0.0 0.0 0.0
C -4.725 -2.387 2.722 0.0 0.0 0.0
N -3.490 -1.915 2.217 -0.1 0.0 0.0
H -4.196 0.137 -1.121 0.0 0.0 0.0
H -2.844 -0.508 -0.363 0.0 0.0 0.0
H -5.886 1.461 0.464 0.0 0.0 0.0
H -4.248 0.096 4.211 0.0 0.0 0.0
H -6.374 -1.590 3.841 0.0 0.0 0.0
H -4.951 -3.440 2.642 0.0 0.0 0.0
```
Forces are in eV/Å.

Summary:
**2S+1**: 1
**LUMO level**: -2.403 eV
**Net charge**: +1
**HOMO level**: -10.085 eV

***

Computed, not measured: C23H45Cl3ErN2O3PSi as an isolated structure in a non-equilibrium geometry, with ωB97M-V with the def2-TZVPD basis set.

XYZ file:
```
79
Properties=species:S:1:pos:R:3:forces:R:3
C -2.266 -2.136 -4.539 -0.4 -0.6 0.4
C -1.515 -2.477 -3.294 1.9 -1.9 0.8
H -2.843 -3.003 -4.814 -0.3 -0.6 -0.3
H -1.645 -1.903 -5.401 0.1 0.3 0.1
H -3.008 -1.387 -4.332 0.0 0.5 -0.2
C -0.556 -3.438 -3.300 -1.3 -0.9 0.2
C -0.338 -4.393 -4.455 0.8 0.1 -0.5
H 0.000 -3.772 -2.405 -0.7 0.6 -0.6
H 0.240 -3.857 -5.224 -0.1 -0.4 -0.1
H -1.225 -4.819 -4.947 -0.1 0.5 0.3
H 0.252 -5.280 -4.155 -0.1 0.5 0.0
Er 1.203 1.561 1.490 -0.8 -1.0 -1.2
Cl -1.511 1.635 1.425 -0.2 0.8 1.0
Cl 2.166 3.281 -0.077 0.5 0.3 -0.3
H 2.081 5.715 4.130 0.0 -0.3 0.4
H -1.117 6.672 4.036 0.4 -0.2 -0.4
C 1.688 5.967 3.156 -0.1 0.1 -0.3
C -0.784 6.446 3.002 -0.4 0.0 0.2
N 0.342 5.472 2.955 -1.4 1.0 0.4
H 2.326 5.542 2.401 0.4 0.0 -0.3
C 0.095 4.204 2.819 1.7 -2.4 -0.4
O 1.044 3.352 2.605 -2.0 2.7 2.3
H -1.689 6.093 2.445 1.0 0.1 0.3
H -0.932 3.831 2.921 0.1 0.2 -0.5
H 1.631 7.040 3.093 0.3 0.4 -0.2
H -0.429 7.387 2.558 -0.2 -0.4 0.0
H 2.567 -0.615 -2.269 0.4 -0.1 0.8
H 2.595 -3.597 -1.032 0.1 -0.2 -0.3
C 3.409 -0.704 -1.544 0.0 -0.1 0.0
C 3.442 -3.041 -0.638 -0.6 0.6 0.3
N 3.074 -1.639 -0.425 0.3 1.4 0.2
H 3.672 0.299 -1.158 -0.2 -0.6 -0.1
C 2.718 -1.264 0.803 0.9 4.1 -0.7
O 2.769 -0.021 1.267 0.1 -4.1 -1.1
H 3.673 -3.386 0.361 0.4 -0.8 -0.1
H 2.391 -2.086 1.402 -0.1 -0.3 0.9
H 4.262 -1.169 -2.079 -0.4 0.5 0.4
H 4.306 -3.049 -1.312 -0.3 -0.3 0.4
O -1.065 -0.486 -2.546 1.6 2.2 0.4
C -1.745 -1.623 -2.062 -0.2 0.7 -0.3
C -0.139 -2.713 -0.424 -0.7 -0.2 0.7
C -1.453 -2.352 -0.681 0.1 0.5 -1.5
H 0.533 -2.312 -1.155 0.8 0.0 0.2
C 0.172 -3.568 0.638 -0.6 0.1 -0.7
H -2.795 -1.352 -2.075 -0.8 -0.2 0.5
C -2.474 -2.814 0.149 -0.4 0.9 -0.3
H 1.189 -3.903 0.740 0.2 -0.2 0.3
C -0.858 -4.081 1.432 -0.3 -0.1 0.5
C -2.179 -3.640 1.230 0.3 -0.3 -0.2
H -3.508 -2.462 -0.070 0.8 -0.5 0.3
H -0.657 -4.848 2.210 -0.1 0.7 -0.5
H -2.992 -3.971 1.876 0.3 -0.1 -0.1
Si -0.883 1.565 -2.807 -1.0 -0.2 1.3
Cl 0.400 0.350 -0.444 0.4 -0.4 -1.3
C 0.605 2.665 -3.483 0.7 -0.7 -0.1
C -1.656 2.892 -1.622 -0.2 -0.8 0.0
C -2.039 1.100 -4.166 -0.8 0.8 -1.3
H 1.414 2.755 -2.723 -0.5 -0.2 -0.4
H 0.365 3.741 -3.774 -0.4 -1.5 0.5
H 1.055 2.207 -4.387 -0.1 0.2 0.4
H -1.439 0.432 -4.810 -0.6 0.2 0.2
H -2.403 1.952 -4.795 0.3 -0.5 0.4
H -2.935 0.554 -3.783 0.9 0.5 -0.3
H -2.491 2.449 -1.043 0.3 0.4 -0.4
H -2.028 3.679 -2.317 0.1 -0.5 0.3
H -0.981 3.384 -0.890 -0.2 -0.6 -0.6
C -1.290 -1.497 3.882 -0.3 0.1 -0.3
P -0.025 -0.224 3.463 0.3 -0.4 0.2
C -0.409 0.980 4.796 0.1 -0.1 0.1
C 1.463 -1.041 4.165 0.3 0.0 0.5
H -2.152 -1.367 3.217 0.1 -0.1 0.2
H -1.622 -1.379 4.924 0.2 0.0 -0.2
H -0.889 -2.508 3.741 -0.1 0.4 -0.1
H -0.418 0.391 5.718 0.0 0.4 0.1
H 0.343 1.771 4.854 0.0 -0.1 0.0
H -1.386 1.442 4.629 0.1 -0.1 -0.1
H 1.492 -0.856 5.247 0.2 -0.3 -0.1
H 1.408 -2.123 3.977 0.1 0.3 0.1
H 2.386 -0.653 3.702 -0.3 -0.1 0.2
```
Forces are in eV/Å.

Summary:
**2S+1**: 4
**LUMO level (alpha / beta)**: 0.254 / 0.255 eV
**HOMO level (alpha / beta)**: -7.344 / -7.343 eV

***

The records above yield energy values of -78436.6486; -133039.3271; -116062.0589 eV, respectively.
The records above yield energy relative to the best compared isomer or geometry (same formula, charge and spin) values of 498.4; 212.4; 0.0 kJ/mol, respectively.